{
  "formula": "C6H7BrO2S",
  "method": "the ωB97M-V functional and the def2-TZVPD basis",
  "e_tot_ha": -3355.265354,
  "total_charge": 0,
  "homo_lumo_gap_ev": [6.2, 8.6],
  "de_lowest_kj_mol": 531.85,
  "species": ["C", "C", "C", "C", "C", "C", "O", "O", "S", "Br", "H", "H", "H", "H", "H", "H", "H"],
  "positions_angstrom": [[-0.08999, 1.68586, 0.16093], [-0.12179, 1.35870, -1.18292], [-0.01075, 0.67295, 1.06507], [-0.59458, -0.82451, -1.31258], [-0.06220, 0.74673, 2.52828], [0.23006, -1.54069, -2.29731], [-1.12937, -1.66455, 1.15916], [1.23357, -1.60788, 0.46907], [-0.08857, -1.02669, 0.39058], [-0.41182, 2.51087, -2.55983], [-0.08559, 2.72213, 0.49500], [-0.83689, 0.06064, 2.87249], [-0.25018, 1.75121, 2.89878], [0.87890, 0.36929, 2.93411], [0.48046, -2.51785, -1.87988], [1.17138, -1.03257, -2.50725], [-0.31263, -1.66365, -3.23370]],
  "atomic_forces_ev_per_a": [[0.17, -0.18, 0.20], [-1.07, -3.69, -0.33], [-0.34, -0.53, -0.92], [2.02, 4.31, 1.14], [0.17, -0.41, 0.37], [-0.32, -0.44, -0.32], [-0.18, -0.07, -0.34], [-0.14, 0.24, -0.44], [-0.23, 0.54, 0.97], [-0.06, 0.14, -0.36], [-0.01, -0.06, -0.09], [-0.07, 0.10, 0.18], [0.02, 0.03, -0.08], [0.05, 0.07, 0.18], [0.00, -0.15, -0.17], [-0.04, 0.14, 0.08], [0.03, -0.05, -0.07]]
}

***

{
  "formula": "CH4N2O2",
  "method": "the ωB97M-V functional and the def2-TZVPD basis",
  "e_tot_ha": -300.338057,
  "total_charge": 0,
  "smiles": "O/N=C/NO",
  "homo_lumo_gap_ev": 9.9,
  "de_lowest_kj_mol": 392.76,
  "species": ["O", "N", "C", "N", "O", "H", "H", "H", "H"],
  "positions_angstrom": [[-2.19351, -0.25908, 0.02543], [-0.82367, -0.45659, -0.02511], [-0.13630, 0.60220, -0.01017], [1.27361, 0.59123, 0.16627], [1.78508, -0.64398, -0.15919], [-2.35646, 0.71331, -0.07155], [-0.64882, 1.59522, 0.00068], [1.61617, 1.24549, -0.59126], [2.32472, -0.88523, 0.80509]],
  "atomic_forces_ev_per_a": [[-0.19, 0.91, -0.37], [0.16, -0.08, 0.24], [-0.54, 0.10, 0.62], [-0.94, 2.44, -2.03], [3.09, -2.03, 4.50], [-0.06, -0.87, 0.13], [0.78, -0.43, 0.00], [-0.05, -0.69, 1.24], [-2.25, 0.64, -4.33]]
}

***

{
  "formula": "C36H108AsF6N9O9",
  "method": "the ωB97M-V functional and the def2-TZVPD basis",
  "e_tot_ha": -5438.122055,
  "total_charge": 8,
  "homo_lumo_gap_ev": 8.7,
  "species": ["C", "C", "C", "O", "C", "N", "H", "H", "H", "H", "H", "H", "H", "H", "H", "H", "H", "H", "C", "C", "C", "O", "C", "N", "H", "H", "H", "H", "H", "H", "H", "H", "H", "H", "H", "H", "C", "C", "C", "O", "C", "N", "H", "H", "H", "H", "H", "H", "H", "H", "H", "H", "H", "H", "C", "C", "C", "O", "C", "N", "H", "H", "H", "H", "H", "H", "H", "H", "H", "H", "H", "H", "C", "C", "C", "O", "C", "N", "H", "H", "H", "H", "H", "H", "H", "H", "H", "H", "H", "H", "C", "C", "C", "O", "C", "N", "H", "H", "H", "H", "H", "H", "H", "H", "H", "H", "H", "H", "C", "C", "C", "O", "C", "N", "H", "H", "H", "H", "H", "H", "H", "H", "H", "H", "H", "H", "C", "C", "C", "O", "C", "N", "H", "H", "H", "H", "H", "H", "H", "H", "H", "H", "H", "H", "C", "C", "C", "O", "C", "N", "H", "H", "H", "H", "H", "H", "H", "H", "H", "H", "H", "H", "As", "F", "F", "F", "F", "F", "F"],
  "positions_angstrom": [[3.17541, 4.92146, -7.81744], [2.51856, 4.99108, -6.43151], [1.37971, 6.03418, -6.50674], [0.65848, 6.08443, -5.28542], [-0.30831, 7.25330, -5.19067], [1.98178, 3.65409, -5.96907], [1.62147, 3.62633, -5.02593], [1.22030, 3.25545, -6.49947], [2.64405, 2.90020, -6.08373], [3.67895, 5.81574, -8.18462], [2.42758, 4.61110, -8.54719], [4.01076, 4.24262, -7.64574], [3.20319, 5.24800, -5.62319], [0.67264, 5.85153, -7.31592], [1.92368, 6.97027, -6.63301], [-0.75814, 7.24894, -4.19783], [-1.16305, 7.13751, -5.85709], [0.18780, 8.21508, -5.32086], [-5.85909, -2.72669, 7.17183], [-5.09080, -3.32538, 5.95545], [-5.82137, -4.34475, 5.17355], [-5.09901, -5.05308, 4.23718], [-5.89572, -5.92775, 3.41873], [-4.64279, -2.13590, 5.05762], [-4.05663, -1.47933, 5.55302], [-4.18964, -2.53735, 4.24918], [-5.43313, -1.59703, 4.73347], [-6.90340, -2.66684, 6.86535], [-5.56184, -1.74391, 7.53773], [-5.88547, -3.33038, 8.07900], [-4.16578, -3.71129, 6.38384], [-6.74469, -3.88868, 4.81637], [-6.13685, -5.02746, 5.96253], [-6.44223, -5.38945, 2.64435], [-6.59247, -6.51890, 4.01302], [-5.23770, -6.67063, 2.96790], [-4.12254, -4.72686, -8.41963], [-3.62550, -4.57778, -6.97515], [-2.32583, -5.37179, -6.68751], [-1.82642, -5.20789, -5.39001], [-2.68403, -5.68002, -4.31210], [-3.40909, -3.10279, -6.67048], [-4.29592, -2.62080, -6.70686], [-2.87415, -2.96186, -5.82545], [-2.69956, -2.69374, -7.26153], [-3.99170, -5.78729, -8.63519], [-3.39490, -4.28256, -9.09878], [-5.12555, -4.43015, -8.72628], [-4.39481, -4.73823, -6.21982], [-1.53950, -5.15181, -7.40959], [-2.45291, -6.40123, -7.02249], [-2.18170, -5.55461, -3.35291], [-2.96045, -6.73427, -4.32797], [-3.58521, -5.09161, -4.13965], [-2.63228, 6.01733, 4.73558], [-3.69004, 6.59700, 5.69705], [-3.35236, 7.90216, 6.39275], [-4.44206, 8.44879, 7.14048], [-3.95859, 9.61868, 7.76609], [-5.10279, 6.76385, 5.06226], [-5.46937, 5.97194, 4.55375], [-5.78842, 6.95153, 5.77975], [-5.10780, 7.45180, 4.32280], [-2.48655, 6.70098, 3.89922], [-3.01273, 5.12781, 4.23347], [-1.75210, 5.82955, 5.35050], [-3.86225, 5.84105, 6.46321], [-2.81016, 8.56183, 5.71530], [-2.64713, 7.68869, 7.19598], [-3.99803, 10.40033, 7.00744], [-3.02043, 9.44305, 8.29250], [-4.66807, 10.03165, 8.48316], [-8.37233, 6.75637, -4.64928], [-7.05588, 6.49358, -5.41063], [-6.14629, 5.53229, -4.49415], [-5.19625, 4.95095, -5.35573], [-4.38682, 3.99265, -4.68320], [-7.47262, 5.80515, -6.74591], [-6.69202, 5.87402, -7.38310], [-7.48149, 4.80330, -6.61817], [-8.27549, 6.18078, -7.23006], [-8.81484, 7.64825, -5.09295], [-8.04974, 6.97628, -3.63160], [-9.13881, 5.98629, -4.73637], [-6.62801, 7.44241, -5.73427], [-6.88508, 4.79814, -4.17272], [-5.71687, 6.10995, -3.67560], [-3.64585, 3.61755, -5.38914], [-5.00743, 3.20578, -4.25450], [-3.68921, 4.34003, -3.92112], [6.09917, -5.62468, 1.60182], [7.26083, -4.77187, 2.27907], [8.02454, -5.52450, 3.39172], [8.46169, -6.82272, 2.91689], [9.20010, -7.60775, 3.91750], [8.31485, -4.47296, 1.16964], [8.66112, -5.30146, 0.70728], [7.80063, -4.01323, 0.43186], [9.02824, -3.96500, 1.67279], [5.68382, -5.14770, 0.71408], [5.35653, -5.69817, 2.39629], [6.47004, -6.61355, 1.33221], [6.93502, -3.77346, 2.57084], [7.37730, -5.69051, 4.25290], [8.86122, -4.94079, 3.77557], [8.61588, -7.73334, 4.82910], [10.09354, -7.05327, 4.20458], [9.46295, -8.61191, 3.58485], [-0.35215, -4.65394, 10.77246], [1.08124, -4.54756, 10.47898], [1.46466, -4.49650, 9.00438], [1.04554, -3.26337, 8.42822], [1.26478, -3.06020, 7.07529], [1.59047, -3.38904, 11.34028], [2.58929, -3.38067, 11.19068], [1.22140, -2.46764, 11.15346], [1.39255, -3.47613, 12.32686], [-0.68269, -5.67250, 10.56907], [-1.00562, -4.00835, 10.18568], [-0.56531, -4.66610, 11.84134], [1.57138, -5.40267, 10.94445], [0.88346, -5.28806, 8.53137], [2.51415, -4.65611, 8.75701], [2.31901, -2.87658, 6.86796], [0.78802, -2.09800, 6.88828], [0.75044, -3.82983, 6.49977], [2.78926, 8.58262, 0.36269], [3.98676, 7.65041, 0.76318], [4.04954, 6.41834, -0.17926], [4.97941, 5.46106, 0.29327], [5.02336, 4.29433, -0.52880], [5.20598, 8.52810, 0.67275], [5.07834, 9.38994, 1.18368], [5.99217, 7.97075, 0.97502], [5.47022, 8.73898, -0.27899], [1.88986, 8.06596, 0.69769], [2.82144, 8.78956, -0.70700], [2.60450, 9.52249, 0.88289], [3.84445, 7.35492, 1.80267], [4.33708, 6.78192, -1.16579], [3.12019, 5.90291, -0.42162], [4.00473, 3.91720, -0.61961], [5.63390, 3.54729, -0.02160], [5.41166, 4.56441, -1.51083], [5.88807, -5.66106, -6.64165], [4.68252, -6.47035, -5.98674], [5.23289, -7.23350, -4.77296], [4.18336, -7.75577, -3.92288], [3.60940, -9.03018, -4.37870], [3.65287, -5.48069, -5.53048], [2.93084, -5.94769, -5.00069], [4.08975, -4.93136, -4.80421], [3.19540, -4.85722, -6.18018], [5.60941, -5.06717, -7.51213], [6.61848, -6.41950, -6.92338], [6.39194, -5.12014, -5.84064], [4.21594, -7.27048, -6.56137], [5.86052, -6.61611, -4.13031], [5.72929, -8.13509, -5.13190], [4.31933, -9.81264, -4.11066], [3.44586, -9.15687, -5.44889], [2.63621, -9.38178, -4.03608], [-0.48655, -1.04061, -0.34359], [-1.70304, -1.36750, -1.50755], [-1.57034, 0.12796, 0.48524], [0.70482, -0.67740, 0.95164], [0.64886, -2.14918, -1.06472], [0.06881, 0.25718, -1.48435], [-1.14624, -2.41620, 0.65660]],
  "atomic_forces_ev_per_a": [[0.39, -0.94, 1.15], [-1.07, 1.71, -0.36], [0.15, 0.06, 1.28], [-1.19, 1.23, 0.40], [0.66, -1.29, 0.23], [-0.31, -0.96, -0.74], [0.14, 0.55, 0.68], [-0.76, 0.57, -0.81], [1.00, -0.08, 0.30], [-0.49, 0.37, 0.46], [0.36, -0.28, -0.16], [-0.04, -0.53, -0.87], [0.10, 0.21, -0.21], [0.26, -0.05, -0.42], [-0.17, 0.21, -0.48], [0.49, -0.33, 0.14], [0.38, -0.10, -0.49], [0.20, -0.22, -0.28], [-1.12, -0.42, -0.72], [1.48, 1.60, 1.86], [-1.37, -0.75, 0.96], [0.67, 0.47, -0.76], [0.06, -0.49, 0.16], [-0.56, -0.89, 0.39], [0.52, -0.03, 0.13], [0.53, 0.01, -0.49], [-0.61, 0.04, -0.18], [-0.21, 0.31, 0.14], [0.39, 0.09, -0.50], [0.38, -0.49, -0.36], [0.28, -0.16, -0.56], [-0.26, 0.04, -0.55], [-0.41, -0.28, 0.21], [0.05, 0.15, 0.06], [-0.15, 0.24, 0.25], [0.20, 0.39, -0.05], [1.12, -0.79, 0.09], [-0.38, 0.29, -0.06], [-0.55, -0.14, -0.65], [-0.66, -0.07, 0.72], [0.20, 0.09, 0.72], [1.62, -0.21, -0.32], [-0.05, 0.53, 0.09], [-0.65, -0.33, 1.46], [-0.34, 0.31, -1.44], [-0.47, -0.14, -0.11], [0.00, 0.35, -0.05], [0.02, 0.12, 0.59], [-0.05, -1.00, -0.23], [0.23, 1.01, 0.13], [-0.77, -0.47, 0.73], [0.65, 0.13, -0.36], [0.12, -0.06, -0.74], [-0.22, 0.18, -0.66], [-1.45, 0.94, -0.10], [-0.89, -0.83, 0.39], [0.29, -0.25, 1.24], [0.13, -1.14, -1.42], [-1.02, 1.44, 0.26], [0.90, -0.49, -0.57], [0.27, -1.00, 0.14], [-0.23, 0.80, 0.48], [-0.03, 1.08, 0.20], [0.64, 0.30, 0.23], [0.16, -0.39, 0.50], [0.11, -0.03, -0.48], [-0.21, 0.04, 0.06], [-0.52, 0.64, -0.23], [0.71, -0.52, -0.37], [1.06, 0.20, -0.05], [0.17, 0.21, -0.31], [-0.23, -0.76, 0.22], [0.83, 0.94, -0.70], [-1.20, -0.74, 0.74], [-1.44, 1.08, -2.84], [0.59, 0.01, 0.73], [0.67, -0.42, -0.41], [2.31, -0.20, 0.77], [0.46, 0.43, -0.51], [-0.90, -0.54, 0.21], [-0.68, 0.10, 0.21], [-0.14, 0.15, 0.33], [-0.66, -0.05, 0.14], [0.38, -0.35, 0.34], [0.39, -0.24, 0.26], [0.25, -0.34, 0.61], [-0.05, -0.03, 0.03], [-0.60, -0.39, -0.47], [0.09, -0.18, -0.10], [-0.59, 0.90, 0.51], [1.33, 0.89, 1.22], [0.06, -2.01, -1.33], [-0.12, -1.49, -0.01], [-0.06, 0.65, 0.08], [-0.23, 0.97, 0.38], [-1.59, -0.54, 0.81], [0.58, -0.78, 0.49], [0.38, 1.06, -0.11], [0.70, 0.51, -0.75], [-0.08, 0.21, 0.17], [-0.26, -0.24, -0.35], [0.00, 0.03, 0.21], [-0.06, -0.20, 0.27], [-0.35, 0.22, 0.03], [0.31, 0.22, -0.14], [-0.34, 0.10, -0.05], [0.19, -0.11, -0.15], [-0.20, 0.40, -0.65], [-1.93, -1.36, -0.07], [0.55, 0.04, 0.78], [-0.46, 0.91, -0.87], [-0.27, -0.06, 2.35], [-0.31, 0.80, -0.20], [0.81, 0.06, -0.85], [0.61, 0.50, 0.37], [-0.25, 0.38, -0.94], [0.04, -0.82, 0.56], [0.05, -0.12, -0.54], [0.16, 0.30, 0.32], [0.01, 0.75, 0.10], [0.21, -0.09, -0.20], [0.10, -0.44, 0.06], [0.26, -0.14, 0.46], [0.18, -0.65, -0.34], [-0.14, -0.07, -0.30], [0.46, -0.11, -0.41], [-0.16, -1.07, 0.40], [-2.28, 0.89, -0.56], [1.09, 0.03, -0.03], [-0.02, 0.66, 0.27], [-0.29, 0.49, 0.36], [0.33, -1.69, -0.31], [0.23, 0.31, 0.43], [0.71, 0.10, 0.84], [-0.34, 0.42, -0.70], [-0.17, -0.37, -0.77], [-0.34, -0.14, -0.01], [1.09, 0.20, 0.24], [0.47, -0.04, -0.03], [0.44, 0.28, -0.40], [-0.68, 0.42, 0.79], [-0.10, -0.26, -0.16], [0.06, 0.23, -0.17], [0.17, -0.23, -0.11], [-1.07, -1.78, 0.61], [1.93, 0.24, -0.50], [-1.55, -1.19, 0.75], [-1.31, 0.24, -0.71], [1.09, -0.84, -0.45], [-0.10, -0.44, 1.20], [-0.58, -0.73, 0.18], [0.38, 0.69, 0.15], [0.25, 0.02, -0.74], [0.08, 0.02, 0.20], [-0.02, 0.07, -0.38], [-0.21, 0.49, -0.15], [-0.21, 0.71, -0.67], [0.12, -0.06, -0.06], [0.77, 0.46, -0.30], [0.04, -0.03, 0.09], [0.49, 0.77, -0.45], [0.01, 1.13, 1.10], [0.01, 0.39, 1.96], [-0.31, -0.27, -0.34], [0.75, -0.90, -0.77], [-0.82, -0.17, -1.41], [-0.27, 0.35, 0.00], [-0.04, -0.87, 1.30], [0.68, 1.55, -0.87]]
}

***

{
  "formula": "C4H6O2",
  "method": "the ωB97M-V functional and the def2-TZVPD basis",
  "e_tot_ha": -306.419425,
  "total_charge": 0,
  "smiles": "C1O[C@H]2C[C@H]2O1",
  "homo_lumo_gap_ev": 10.3,
  "de_lowest_kj_mol": 228.08,
  "species": ["C", "O", "C", "C", "C", "O", "H", "H", "H", "H", "H", "H"],
  "positions_angstrom": [[-1.53994, 0.23016, 0.08031], [-0.84087, 0.47857, -1.11360], [0.47720, 0.08250, -0.87469], [1.25709, 0.42116, 0.38110], [0.47266, -0.86223, 0.27658], [-0.83448, -0.78217, 0.79377], [-2.51871, -0.16680, -0.19936], [-1.59069, 1.13948, 0.67733], [0.94669, -0.14445, -1.82587], [2.33028, 0.39842, 0.23543], [0.95319, 1.06599, 1.20768], [0.88760, -1.86063, 0.36132]],
  "atomic_forces_ev_per_a": [[-0.03, -0.55, -0.18], [0.12, 0.29, 0.24], [-0.06, -0.57, -0.45], [0.03, 0.08, 0.35], [0.12, -0.03, -0.06], [-0.14, 0.01, 0.11], [-0.07, 0.26, 0.28], [-0.12, 0.09, 0.15], [0.38, 0.23, 0.33], [-0.02, -0.19, 0.06], [-0.17, 0.20, -0.62], [-0.03, 0.17, -0.23]]
}